The following is a DFT calculation (ωB97M-V/def2-TZVPD) of a cluster of 17 separate species, CH36N2O16 in total.

For the electronic energy, the calculation gives -1373.0279 hartree. As for the energy relative to the best compared isomer or geometry (same formula, charge and spin): 355.5 kJ/mol. The calculation puts the highest occupied orbital energy at -9.611 eV. The calculation puts the HOMO-LUMO gap at 9.251 eV.

The geometry in ORCA input format:
```
! RIJCOSX wB97M-V def2-TZVPD def2/J DEFGRID3
* xyz 0 1
N 0.46959 1.08185 -0.50526
C 1.18325 1.95847 -1.20914
N 0.90059 3.18062 -1.40681
H -0.30733 1.30553 0.09277
H 0.63533 0.10151 -0.35296
H 2.15856 1.56714 -1.51823
H 1.57721 3.86036 -1.70342
H 3.21076 -0.98378 -2.15525
H 3.11106 -1.75295 -0.81890
O 3.42096 -0.95753 -1.25412
H -1.74954 2.27525 -0.56925
H -2.94185 3.06406 -1.33013
O -2.50377 2.22248 -1.19652
H 2.27739 -1.62152 -4.67174
H 2.22807 -2.54301 -3.49401
O 2.77213 -1.80321 -3.86375
H -0.90739 -1.22047 3.27976
H -1.01576 0.04156 2.63778
O -0.45608 -0.75086 2.56017
H 0.86101 -2.46627 -1.60372
H 0.23546 -2.88544 -2.77607
O 1.06598 -3.08976 -2.32929
H 1.60411 1.44762 1.86260
H 0.37535 1.05843 2.48972
O 0.78261 1.86853 2.14824
H -1.66293 1.17930 4.63238
H -2.73966 0.57383 3.75844
O -2.56546 0.87008 4.67147
H 3.99306 -1.69638 2.23880
H 2.72810 -2.29629 1.58094
O 3.48894 -2.50678 2.13239
H 3.87559 0.65476 -0.35955
H 4.21977 1.66832 0.75439
O 3.48795 1.16632 0.38161
H -1.11746 -0.52626 -1.55460
H -1.41660 -1.94063 -1.02811
O -0.79434 -1.43521 -1.56454
H 1.06810 -3.46333 0.76020
H 0.40276 -2.08117 0.85934
O 1.23262 -2.51636 0.68653
H -3.63592 -0.12545 1.87601
H -2.58611 0.65912 1.07289
O -2.91390 0.49775 1.95615
H -2.07350 1.83871 -2.96353
H -1.38184 2.52388 -4.03558
O -2.08550 1.87606 -3.93539
H -1.10617 -3.78278 2.18851
H -1.91640 -2.71258 1.83018
O -1.92047 -3.67454 1.67343
H -0.51345 3.04482 1.47149
H -0.48366 3.62550 0.04399
O -1.08520 3.21761 0.70103
H -3.22999 0.59007 -0.93189
H -4.58920 -0.01609 -0.70876
O -3.66684 -0.17090 -0.50070
*
```

=====

The following is a DFT calculation (ωB97M-V/def2-TZVPD) of a cluster of 13 separate species, C52H78O39 in total.

For the electronic energy, the calculation gives -4962.8156 hartree. As for the energy relative to the best compared isomer or geometry (same formula, charge and spin): 205.9 kJ/mol. The calculation puts the highest occupied orbital energy at -10.214 eV. The calculation puts the HOMO-LUMO gap at 10.390 eV.

The geometry in ORCA input format:
```
! RIJCOSX wB97M-V def2-TZVPD def2/J DEFGRID3
* xyz 0 1
C -1.73704 -4.64641 -6.93903
C -1.80836 -3.20360 -6.48389
C -3.23373 -2.59334 -6.67809
O -3.47719 -1.99431 -5.41874
C -2.48005 -2.23890 -4.55535
O -2.42498 -1.76472 -3.46589
O -1.61987 -3.11160 -5.09007
H -0.73349 -5.06266 -7.02229
H -2.24533 -4.81534 -7.89003
H -2.26706 -5.29157 -6.23333
H -1.16767 -2.57403 -7.10519
H -3.97230 -3.33792 -6.97238
H -3.16623 -1.85039 -7.47155
C -2.94912 1.05211 5.34914
C -1.51291 0.86566 5.74451
C -0.80758 -0.27415 4.95211
O 0.40043 0.34420 4.55002
C 0.33065 1.67483 4.70133
O 1.24823 2.38353 4.39674
O -0.76988 2.03852 5.31325
H -3.32360 2.01963 5.71030
H -3.66956 0.29409 5.65032
H -3.09963 1.27994 4.29090
H -1.40478 0.78361 6.82547
H -1.46022 -0.57297 4.13217
H -0.63463 -1.11853 5.61708
C 3.45706 7.97724 0.02502
C 3.70341 6.67575 0.76041
C 3.49630 6.77160 2.27807
O 2.84923 5.52391 2.54518
C 2.30760 5.01396 1.44022
O 1.57100 4.08211 1.41075
O 2.69100 5.75759 0.36573
H 2.58446 8.55097 0.33732
H 3.45776 7.88976 -1.05939
H 4.29513 8.62993 0.30204
H 4.66238 6.26929 0.42847
H 2.93592 7.62643 2.64869
H 4.49609 6.81448 2.71053
C 2.82607 -2.22046 -1.46746
C 4.00213 -2.39998 -2.42192
C 5.22962 -2.98896 -1.77804
O 5.61558 -4.03861 -2.68181
C 4.54090 -4.37749 -3.41245
O 4.44844 -5.33801 -4.12013
O 3.57144 -3.45120 -3.30531
H 2.65276 -3.16743 -0.95410
H 1.90084 -2.04787 -2.01905
H 3.04443 -1.43127 -0.74847
H 4.30206 -1.51596 -2.98538
H 5.10054 -3.50866 -0.82243
H 6.02342 -2.26855 -1.58695
C -5.31502 0.44410 -0.74085
C -5.01908 1.74456 -1.47168
C -4.33403 2.73402 -0.52187
O -3.48719 3.44868 -1.41616
C -3.23540 2.69397 -2.50137
O -2.52903 2.95744 -3.42104
O -3.95012 1.54804 -2.39647
H -5.75848 0.55026 0.25330
H -4.46716 -0.23566 -0.68123
H -6.12053 -0.13521 -1.20689
H -5.93338 2.06286 -1.97156
H -3.76068 2.29176 0.29420
H -5.01325 3.48693 -0.11819
C 4.12776 4.67490 -2.40414
C 4.07364 3.35252 -1.66736
C 3.03744 2.36704 -2.16018
O 3.61652 1.11964 -1.86653
C 4.94766 1.24835 -1.85423
O 5.73857 0.37464 -1.69068
O 5.25140 2.56288 -2.03019
H 3.21561 5.22819 -2.18729
H 4.18746 4.45957 -3.47208
H 5.03596 5.22525 -2.16403
H 4.15545 3.41457 -0.57885
H 2.83905 2.39594 -3.22861
H 2.20266 2.49680 -1.46726
C 1.06298 0.57813 0.21491
C -0.36553 0.84861 -0.23334
C -1.18330 -0.32573 -0.75202
O -2.26940 -0.43534 0.11988
C -2.12827 0.40017 1.15266
O -2.79263 0.39759 2.14913
O -1.10563 1.23179 0.93735
H 1.05909 -0.02751 1.12475
H 1.51570 1.52412 0.51641
H 1.63937 0.06306 -0.55167
H -0.44432 1.68151 -0.93938
H -0.53766 -1.20888 -0.78364
H -1.49639 -0.15282 -1.78231
C 1.37814 -2.59573 3.60387
C 0.50763 -3.09692 2.47372
C 0.60163 -4.57802 2.13233
O -0.73256 -5.04216 2.25777
C -1.56916 -4.05121 2.51422
O -2.73322 -4.19413 2.74295
O -0.87577 -2.88375 2.73357
H 2.37171 -3.05094 3.58831
H 0.99687 -2.83205 4.60016
H 1.50310 -1.51826 3.51283
H 0.80670 -2.53399 1.58215
H 1.16427 -5.07326 2.92895
H 1.14332 -4.70494 1.19932
C 0.22505 1.17492 -3.96874
C 0.65694 0.01812 -4.88309
C 0.91300 0.46525 -6.31434
O 2.22831 -0.01414 -6.58294
C 2.88345 -0.26552 -5.44404
O 4.05527 -0.45271 -5.33604
O 1.99762 -0.28374 -4.43050
H -0.74441 1.61233 -4.22126
H 0.94882 1.97711 -4.09814
H 0.17434 0.87453 -2.92545
H 0.17794 -0.95254 -4.75354
H 0.78206 1.53647 -6.45953
H 0.24064 -0.05585 -6.99624
C -5.06692 -1.81266 2.85240
C -5.73803 -0.83542 3.78303
C -7.24835 -0.66122 3.57107
O -7.79974 -0.66236 4.88275
C -6.89724 -1.06928 5.76046
O -7.05882 -1.29905 6.92290
O -5.73140 -1.32246 5.14304
H -5.57535 -2.77567 2.91877
H -4.02814 -1.98612 3.12514
H -5.07105 -1.42683 1.83468
H -5.15934 0.08650 3.87665
H -7.63528 -1.47694 2.95776
H -7.50977 0.26151 3.05461
C -0.17295 -8.04322 -0.74232
C -0.08549 -6.85948 -1.67792
C -1.37088 -6.44977 -2.41746
O -1.35196 -5.04187 -2.27030
C -0.40207 -4.64142 -1.38746
O -0.21077 -3.51554 -1.05175
O 0.31639 -5.67485 -0.97672
H -0.93899 -7.89104 0.02048
H 0.78507 -8.26396 -0.27808
H -0.51033 -8.92050 -1.29849
H 0.70223 -7.03911 -2.41260
H -2.26976 -6.87841 -1.96281
H -1.41956 -6.76121 -3.46017
C -1.50100 4.97099 0.69109
C -2.33549 4.89685 1.95631
C -1.61668 4.12772 3.07107
O -1.89317 4.92700 4.21993
C -2.16520 6.17852 3.81840
O -2.17743 7.12488 4.54200
O -2.53206 6.19617 2.52442
H -0.53123 5.37829 0.98909
H -1.96637 5.65127 -0.01917
H -1.22512 4.01222 0.25474
H -3.33234 4.45430 1.87692
H -0.55284 4.00162 2.85832
H -2.01098 3.12120 3.19958
C 3.58427 0.76478 3.15150
C 4.65541 -0.18397 2.66323
C 5.31327 -0.98599 3.80422
O 5.20008 -2.33640 3.35727
C 4.41460 -2.41250 2.28950
O 4.05583 -3.43273 1.76834
O 4.02388 -1.20032 1.86794
H 2.88534 0.24802 3.80548
H 3.03048 1.39086 2.45030
H 4.06240 1.57850 3.71155
H 5.47466 0.23046 2.07271
H 4.88506 -0.72828 4.77120
H 6.36197 -0.69297 3.78156
*
```

=====

The following is a DFT calculation (ωB97M-V/def2-TZVPD) of a structure of composition C40H47BI2IrN8O3S3.

For the electronic energy, the calculation gives -4134.9055 hartree. As for the energy relative to the best compared isomer or geometry (same formula, charge and spin): 437.9 kJ/mol. The calculation puts the highest occupied orbital energy (spin up / spin down) at -11.458 / -11.458 eV. Its expectation value of S² is 0.76. The calculation puts the HOMO-LUMO gap (spin up / spin down) at 3.747 / 3.738 eV.

The geometry in ORCA input format:
```
! RIJCOSX wB97M-V def2-TZVPD def2/J DEFGRID3
* xyz 2 2
Ir 0.26326 -1.67945 1.76177
C 4.01789 -0.53127 -2.21945
C 2.53767 -0.50436 -2.14651
C 1.72989 -0.57350 -3.25136
C 0.32374 -0.52112 -3.08652
N -0.19994 -0.27258 -1.91675
N 0.56179 -0.18916 -0.83755
B -0.11165 0.10862 0.49526
N -1.60510 0.38304 0.14296
N -1.87493 1.53402 -0.43029
C -3.05269 1.73914 -0.97741
C -4.05251 0.74264 -0.90272
C -3.80755 -0.43669 -0.24028
C -4.82655 -1.49989 -0.05392
C -2.49148 -0.61099 0.26317
S -1.95165 -2.05441 1.00543
C -3.29166 3.09493 -1.61476
C -2.10108 3.45387 -2.51603
C -3.42501 4.10376 -0.46007
C -4.56757 3.14105 -2.45932
N 0.42487 1.38525 1.18051
N 0.84539 2.32117 0.36333
C 1.15212 3.51522 0.81260
C 1.08973 3.80855 2.19246
C 0.67592 2.83625 3.07409
C 0.59385 3.09510 4.53089
C 0.30665 1.58131 2.51592
S -0.31687 0.32113 3.48974
C 1.50690 4.55965 -0.21258
C 0.24566 5.42349 -0.40037
C 2.66186 5.43518 0.28316
C 1.88656 3.88893 -1.53475
C 1.89566 -0.42789 -0.87840
S 2.67207 -0.74419 0.59371
C -0.61713 -0.81930 -4.22675
C -0.22316 -0.05654 -5.49590
C -2.05755 -0.46389 -3.85370
C -0.49807 -2.33240 -4.47901
H 4.35765 -0.69117 -3.23721
H 4.43424 -1.29839 -1.56813
H 4.40780 0.42342 -1.86668
H 2.15792 -0.67406 -4.23505
H -5.01696 0.90380 -1.35264
H -5.82764 -1.12810 -0.25323
H -4.78651 -1.89571 0.95988
H -4.62786 -2.33651 -0.72373
H -1.16282 3.20979 -2.02746
H -2.11719 4.51284 -2.76258
H -2.15753 2.90114 -3.45134
H -2.54772 4.08944 0.18182
H -4.29919 3.86824 0.14220
H -3.55225 5.10671 -0.85850
H -4.55582 2.37606 -3.23062
H -4.63636 4.10551 -2.95596
H -5.46181 3.02635 -1.85443
H 1.36882 4.78429 2.55911
H 1.24093 3.92694 4.79833
H 0.86791 2.21184 5.10126
H -0.43025 3.35935 4.79475
H 0.00989 5.97634 0.50643
H -0.60601 4.80583 -0.66777
H 0.41206 6.13968 -1.19946
H 2.35078 6.07797 1.10065
H 3.00416 6.07642 -0.52280
H 3.49791 4.82459 0.61577
H 1.11169 3.19803 -1.85283
H 2.81868 3.33969 -1.42734
H 2.01861 4.63619 -2.31020
H -0.16322 1.01288 -5.30799
H -0.97613 -0.22652 -6.26108
H 0.72875 -0.39290 -5.89651
H -2.13305 0.59694 -3.62966
H -2.38277 -1.02698 -2.98292
H -2.71796 -0.69178 -4.68636
H 0.52424 -2.60405 -4.73205
H -1.14075 -2.61613 -5.30744
H -0.79941 -2.89472 -3.59715
I -0.42259 -4.40578 6.21524
C -0.12939 -5.24802 4.32843
C 0.02118 -6.60422 4.13326
C 0.28939 -7.11926 2.87616
I 0.43949 -9.20371 2.69457
C 0.49022 -6.24983 1.76394
C 0.90105 -6.66610 0.48683
C 1.17249 -5.72476 -0.47802
C 0.97249 -4.37453 -0.18420
N 0.53634 -3.96018 0.98468
C 0.31279 -4.85811 1.95373
C -0.08261 -4.31917 3.24518
O -0.34016 -3.11185 3.41403
H -0.05639 -7.27243 4.97516
H 1.00533 -7.71792 0.26719
H 1.54225 -6.01967 -1.44794
H 1.17706 -3.61858 -0.93008
O 1.63060 -0.03976 4.56975
C 2.24885 -1.06353 4.27431
C 3.37412 -1.62571 5.12623
C 3.82684 -2.84985 4.34221
C 2.89457 -2.89262 3.14772
O 2.87805 -3.72257 2.27199
N 2.03649 -1.81218 3.19771
H 2.98152 -1.86344 6.11721
H 4.15729 -0.87701 5.24238
H 3.75518 -3.77473 4.91412
H 4.85543 -2.77235 3.98648
*
```